Below is C22H37GaO3Si as an isolated structure at a distorted geometry, with properties calculated with the ωB97M-V functional and the def2-TZVPD basis.

Computed properties:
Lowest unoccupied orbital energy ... 0.5 eV
Net charge ... 0
Molar mass ... 447.3 g mol⁻¹
HOMO-LUMO gap ... 8.6651 eV
Highest occupied orbital energy ... -0.299 Ha

Atoms and positions in Å:
O  -2.93793  -0.40870  -2.44919
C  -3.78677  -1.59287  -2.31692
C  -4.69633  -1.22165  -3.49660
H  -4.31241  -1.58152  -1.34810
H  -3.23010  -2.53261  -2.45480
C  -3.81985  0.05905  -3.49301
H  -5.73706  -1.03398  -3.20810
H  -4.62355  -1.87247  -4.37532
C  -4.60892  1.26339  -3.02544
H  -5.14947  1.02011  -2.10761
H  -5.33797  1.54541  -3.79103
H  -3.94996  2.12060  -2.83444
C  -2.98456  0.32674  -4.71942
H  -2.34358  -0.52735  -4.96534
H  -2.36359  1.21966  -4.53818
H  -3.61680  0.55749  -5.57893
Ga  1.85556  0.94858  0.88973
C  4.39521  1.01322  -0.24207
C  3.69924  0.09273  0.63991
C  2.80763  -0.71850  -0.22543
H  4.01218  -0.18756  1.64938
C  2.93678  -0.20525  -1.55638
C  3.89346  0.84004  -1.54296
H  4.25926  1.33279  -2.44571
H  5.18703  1.68600  0.08095
H  2.39719  -1.68826  0.06487
H  2.45587  -0.61165  -2.44745
C  2.03291  3.80945  1.81089
C  2.13544  3.55149  0.42928
C  1.02544  2.69961  0.04081
H  2.87177  3.95865  -0.25570
C  0.21765  2.49453  1.24374
C  0.84887  3.19988  2.30860
H  0.44699  3.33092  3.31390
H  2.70929  4.43196  2.39609
H  0.69265  2.48569  -0.97746
H  -0.77935  2.04744  1.22975
O  -1.73457  -0.65622  -0.42847
C  -0.66804  -0.70233  -1.40426
C  -0.35998  -2.16037  -1.77014
H  0.23779  -0.24769  -0.93769
H  -0.92062  -0.09633  -2.27970
C  -0.81456  -2.91185  -0.49498
H  0.70599  -2.27706  -1.98730
H  -0.94304  -2.46550  -2.65238
C  -1.69024  -1.88479  0.28462
H  0.05028  -3.22693  0.11171
H  -1.40610  -3.81644  -0.72172
H  -1.25610  -1.71951  1.29808
H  -2.74596  -2.19872  0.34218
C  2.32367  -2.17539  3.72066
Si  1.60482  -0.42665  3.72716
C  0.18938  -0.29704  4.96834
C  2.95719  0.80207  4.25688
O  1.05256  -0.11968  2.21134
H  2.68547  -2.45015  4.72309
H  3.16579  -2.27545  3.02043
H  1.56277  -2.91371  3.42423
H  0.55971  -0.45325  5.99462
H  -0.29483  0.69103  4.93859
H  -0.59055  -1.05121  4.78027
H  3.66890  1.06719  3.46197
H  2.52290  1.74339  4.62140
H  3.53515  0.36954  5.08875